(1)
Below is a cluster of 2 separate species, C4H7NO in total in a non-equilibrium geometry, with properties calculated with ωB97M-V/def2-TZVPD.

Each line ends with the Löwdin charge.
Geometry (Å):
O -1.60 -0.65 0.90  0.052
N 1.83 -0.85 1.17  0.167
C -0.49 -0.53 0.12  -0.387
C 0.76 -0.88 0.70  -0.254
C -0.76 -0.85 -1.32  -0.035
C 0.94 1.72 0.38  0.091
H 1.45 1.12 -0.36  -0.009
H -1.14 -1.87 -1.47  0.094
H -1.37 -0.53 1.83  0.119
H 0.15 -0.73 -1.91  0.087
H 0.65 1.38 1.36  -0.014
H 1.08 2.81 0.28  0.003
H -1.51 -0.15 -1.68  0.087

Computed properties:
E_HOMO (alpha / beta) = -8.872 / -8.309 eV
Gap between HOMO and LUMO (alpha / beta) = 8.54 / 8.46 eV
LUMO level (alpha / beta) = -0.3 / 0.2 eV
ΔE to the lowest compared entry with this formula, charge and spin = 460.28 kJ/mol
Molar mass = 85.1 g/mol


(2)
Below is a structure of composition C18H14BF4FeN5S5, with properties calculated with ωB97M-V/def2-TZVPD.

Each line ends with the Mulliken spin population.
Geometry (Å):
Fe 0.08 -0.11 0.09  2.068
S -1.40 -1.72 4.53  0.107
S -3.83 -3.34 5.44  0.319
S 0.37 -0.50 2.47  0.292
S -1.84 -1.42 0.27  0.169
S -3.42 -2.50 2.54  0.135
F -1.01 -0.52 -4.18  0.000
F -1.27 1.59 -3.26  -0.001
F 0.83 0.83 -3.84  0.000
F -0.28 -0.08 -2.03  0.005
N -5.26 2.84 -0.74  -0.001
N -3.03 3.03 -0.21  0.002
N 1.84 0.36 -0.06  -0.004
N -1.01 1.67 0.28  0.023
N -4.02 0.91 -0.59  0.020
C 1.03 4.46 -1.24  0.001
C 5.18 1.61 -0.82  -0.004
C 3.05 3.66 0.47  -0.002
C 6.51 1.19 -0.83  0.002
C 4.19 0.83 -0.22  0.009
C -1.03 -1.32 2.88  0.092
C -2.88 -2.64 4.22  0.576
C 4.56 -0.38 0.37  0.001
C 1.40 3.12 -1.18  -0.010
C -4.05 2.25 -0.50  0.008
C -2.00 -1.71 1.93  0.210
C 6.87 -0.01 -0.24  -0.004
C -1.93 2.33 0.07  0.002
C 2.73 1.23 -0.21  -0.042
C 5.89 -0.79 0.36  0.001
C 2.41 2.71 -0.32  0.004
C 2.68 5.00 0.42  0.001
C 1.66 5.40 -0.43  -0.002
B -0.43 0.45 -3.37  0.008
H 3.78 -0.98 0.82  0.005
H 4.90 2.54 -1.29  -0.001
H -3.19 0.42 -0.26  0.007
H 6.16 -1.74 0.82  0.000
H -5.81 2.39 -1.46  0.000
H 7.26 1.81 -1.31  0.000
H 7.90 -0.33 -0.25  -0.001
H 0.91 2.39 -1.81  0.007
H 3.17 5.72 1.06  0.000
H -4.88 0.42 -0.41  -0.003
H 3.84 3.34 1.15  0.000
H 0.23 4.76 -1.91  0.000
H -5.18 3.84 -0.87  0.000
H 1.36 6.44 -0.47  0.000

Computed properties:
E_HOMO (alpha / beta) = 0.281 / -1.984 eV
Multiplicity = 5
Gap between HOMO and LUMO (alpha / beta) = 4.00 / 5.78 eV
Total charge = -2
LUMO level (alpha / beta) = 4.3 / 3.8 eV
ΔE to the lowest compared entry with this formula, charge and spin = 50.53 kJ/mol
Molar mass = 603.3 g/mol


(3)
Below is a cluster of 2 separate species, C4H6N2 in total in a non-equilibrium geometry, with properties calculated with ωB97M-V/def2-TZVPD.

Each line ends with the Löwdin charge.
Geometry (Å):
N 0.19 -1.22 -0.90  0.109
N 2.82 0.92 0.29  0.162
C -0.50 -0.15 -0.29  -0.546
C 0.74 -0.65 0.35  -0.226
C 1.89 0.22 0.31  -0.163
C -1.00 1.08 -0.72  -0.036
H 0.68 -1.32 1.20  0.140
H -1.47 1.16 -1.69  0.062
H -1.72 -0.05 0.07  0.135
H -1.53 -1.03 0.51  0.161
H 0.66 -0.90 -1.74  0.132
H -0.88 1.96 -0.09  0.067

Computed properties:
E_HOMO = -8.081 eV
Gap between HOMO and LUMO = 8.42 eV
LUMO level = 0.3 eV
ΔE to the lowest compared entry with this formula, charge and spin = 676.75 kJ/mol
Molar mass = 82.1 g/mol